Record 1
Molecular formula: C2H3IO2
Method: DFT, wB97M-V/def2-TZVPD

```
8
Properties=species:S:1:pos:R:3:mulliken_charge:R:1
C 0.235 -0.996 0.254 0.43
C 1.214 -0.057 -0.183 -0.70
O -0.821 -1.364 0.565 -0.37
O -2.287 1.668 -0.261 -0.62
I -2.896 0.088 0.516 0.41
H 2.228 -0.528 -0.017 0.30
H 0.972 0.329 -1.334 0.27
H 1.354 0.861 0.461 0.28
```

Properties
**Total charge**: 0
**Kohn-Sham gap (alpha / beta)**: 8.47 / 5.87 eV
**HOMO (alpha / beta)**: -8.47 / -7.17 eV

=====

Record 2
Molecular formula: C2H3IrO
Method: DFT, wB97M-V/def2-TZVPD

```
7
Properties=species:S:1:pos:R:3:mulliken_spin:R:1
O 0.938 -1.170 0.235 0.06
C -0.283 -0.975 0.148 0.64
C -0.857 0.290 -0.060 0.27
H -1.406 0.339 -1.009 0.00
H -1.565 0.641 0.709 0.00
H 0.723 0.977 -0.127 0.14
Ir 2.450 -0.102 0.104 2.88
```

Properties
**Total charge**: +2
**2S+1**: 5
**<S²>**: 6.0188
**Kohn-Sham gap (alpha / beta)**: 8.70 / 8.11 eV
**HOMO (alpha / beta)**: -21.15 / -22.46 eV

=====

Record 3
Molecular formula: C2H3N
Method: DFT, wB97M-V/def2-TZVPD

```
6
Properties=species:S:1:pos:R:3:mulliken_charge:R:1
C 0.563 -0.691 0.016 -0.09
C -0.429 0.393 0.055 -0.22
N 1.093 0.428 -0.010 -0.36
H 0.666 -1.705 -0.072 0.30
H -1.114 0.810 -1.031 0.16
H -0.778 0.765 1.042 0.21
```

Properties
**Total charge**: 0
**Kohn-Sham gap**: 11.32 eV
**HOMO**: -10.14 eV

=====

Record 4
Molecular formula: C2H3N2O2
Method: DFT, wB97M-V/def2-TZVPD

```
9
Properties=species:S:1:pos:R:3:mulliken_charge:R:1
C -1.470 -0.098 -0.150 0.63
C 0.808 0.789 0.211 -0.15
N -0.103 1.912 0.097 -0.99
N -0.518 0.683 -0.239 0.35
O 0.085 -2.214 0.053 -1.02
O -2.502 -0.554 -0.431 -0.41
H 1.586 0.749 -0.547 0.26
H 1.193 0.566 1.300 0.18
H 0.919 -1.833 -0.294 0.16
```

Properties
**Total charge**: -1
**Kohn-Sham gap**: 7.21 eV
**HOMO**: -3.10 eV

=====

Short version: energy relative to the best compared isomer or geometry (same formula, charge and spin) = 141.9, 33.3, 68.2, 114.9 kcal/mol, in the order given.